No. 1
{
  "formula": "C41H50As4OPtS",
  "method": "wB97M-V/def2-TZVPD",
  "species": ["Pt", "C", "As", "C", "C", "C", "C", "C", "As", "C", "C", "C", "As", "C", "C", "H", "H", "H", "H", "H", "H", "H", "H", "H", "H", "H", "H", "H", "H", "H", "H", "H", "H", "H", "H", "H", "H", "H", "H", "H", "H", "H", "C", "C", "C", "C", "C", "C", "As", "C", "C", "C", "C", "C", "C", "C", "C", "C", "C", "C", "C", "H", "H", "H", "H", "H", "H", "H", "H", "H", "H", "H", "H", "H", "O", "S", "C", "C", "C", "C", "C", "C", "C", "C", "C", "C", "C", "C", "H", "H", "H", "H", "H", "H", "H", "H", "H", "H"],
  "coordinates": [[0.0231, 0.3022, 0.2164], [-2.6004, -2.2060, 0.1125], [-2.3310, -0.3093, 0.4082], [-3.5428, 0.5290, -0.8419], [-3.1324, 0.0924, 2.1423], [-2.2647, -0.1018, 3.4063], [-1.5279, -1.4416, 3.3530], [-1.2993, 1.0794, 3.5815], [0.2825, 1.2282, 2.4442], [1.6535, 0.2365, 3.4010], [0.7536, 3.0710, 2.7829], [-3.2616, -0.1010, 4.5875], [-2.8109, -0.0292, 6.5366], [-0.9795, -0.7343, 6.6761], [-2.3662, 1.8812, 6.7316], [-1.8728, -2.7807, 0.6822], [-2.4633, -2.4098, -0.9478], [-3.6094, -2.4853, 0.4146], [-4.5739, 0.2669, -0.6076], [-3.2985, 0.1722, -1.8382], [-3.4245, 1.6105, -0.7894], [-4.0181, -0.5451, 2.2041], [-3.4911, 1.1230, 2.0901], [-0.8299, -1.4959, 2.5083], [-2.2384, -2.2649, 3.2490], [-0.9582, -1.6128, 4.2640], [-0.8956, 1.0731, 4.5932], [-1.8410, 2.0227, 3.4720], [1.7521, 0.6132, 4.4190], [2.6048, 0.3388, 2.8825], [1.3695, -0.8136, 3.4327], [0.7404, 3.2339, 3.8601], [0.0212, 3.7256, 2.3166], [1.7496, 3.2858, 2.4005], [-3.8891, -0.9908, 4.4873], [-3.9431, 0.7495, 4.4754], [-0.9629, -1.8075, 6.4910], [-0.6819, -0.5777, 7.7133], [-0.2492, -0.2369, 6.0361], [-3.0374, 2.4889, 6.1246], [-1.3320, 2.1112, 6.4742], [-2.5246, 2.1540, 7.7735], [-0.7436, 6.4543, -1.5627], [-1.2160, 5.6690, -2.6060], [-0.9386, 4.3105, -2.6362], [-0.1929, 3.7406, -1.6073], [0.2862, 4.5276, -0.5664], [0.0135, 5.8861, -0.5467], [0.2380, 1.8754, -1.6591], [-0.2674, 1.1841, -3.3742], [-1.5276, 1.0949, -3.9414], [-1.6660, 0.5363, -5.2056], [-0.5447, 0.0802, -5.8861], [0.7203, 0.1933, -5.3262], [0.8743, 0.7549, -4.0648], [2.1618, 0.9670, -3.3718], [3.4181, 0.6236, -3.8554], [4.5462, 0.8800, -3.0878], [4.4409, 1.4805, -1.8394], [3.1919, 1.8345, -1.3447], [2.0714, 1.5819, -2.1198], [-0.9576, 7.5145, -1.5459], [-1.7943, 6.1162, -3.4033], [-1.2928, 3.7072, -3.4617], [0.8969, 4.0888, 0.2124], [0.3966, 6.5034, 0.2551], [-2.3971, 1.4835, -3.4295], [-2.6425, 0.4705, -5.6664], [-0.6557, -0.3463, -6.8744], [1.5848, -0.1388, -5.8873], [3.5276, 0.1626, -4.8285], [5.5229, 0.6144, -3.4713], [5.3308, 1.6807, -1.2578], [3.1057, 2.3097, -0.3749], [0.3671, -1.1759, -1.3632], [1.5473, -2.0321, -0.8156], [2.4633, -2.4545, -2.2715], [3.8234, -2.6864, -2.1258], [4.5680, -3.0224, -3.2473], [3.9504, -3.1081, -4.4873], [2.5889, -2.8546, -4.6193], [1.8336, -2.5217, -3.5078], [0.8102, -3.5703, -0.3394], [1.0070, -3.9738, 0.9740], [0.4050, -5.1454, 1.4175], [-0.3842, -5.8835, 0.5496], [-0.5784, -5.4654, -0.7658], [0.0220, -4.3057, -1.2187], [4.2952, -2.6056, -1.1535], [5.6284, -3.2131, -3.1527], [4.5340, -3.3703, -5.3601], [2.1181, -2.9192, -5.5918], [0.7798, -2.2878, -3.5969], [1.6298, -3.3847, 1.6379], [0.5593, -5.4809, 2.4342], [-0.8489, -6.7981, 0.8940], [-1.1905, -6.0543, -1.4355], [-0.1183, -3.9721, -2.2392]],
  "forces_ev_per_angstrom": [[-0.029, 0.182, 0.360], [-0.009, 0.056, 0.009], [-0.246, 0.019, 0.031], [-0.035, -0.008, 0.090], [0.092, -0.057, -0.004], [-0.008, 0.051, 0.016], [-0.031, -0.004, 0.019], [0.042, 0.012, -0.037], [-0.063, -0.120, -0.061], [-0.077, 0.038, 0.034], [0.010, -0.020, -0.007], [0.008, 0.007, -0.011], [-0.030, 0.008, -0.028], [0.014, -0.006, 0.028], [0.035, -0.025, -0.018], [0.004, -0.003, 0.000], [0.023, 0.012, -0.003], [-0.013, 0.026, -0.002], [-0.001, -0.028, 0.035], [0.009, 0.004, -0.066], [0.014, -0.004, -0.028], [0.006, -0.045, -0.020], [0.006, 0.011, -0.035], [0.002, -0.002, -0.005], [0.004, 0.014, -0.009], [0.012, 0.008, 0.005], [0.002, 0.005, 0.006], [0.001, 0.010, -0.016], [-0.024, 0.031, -0.003], [-0.005, 0.010, -0.023], [0.026, -0.005, -0.007], [0.023, -0.022, 0.016], [0.004, 0.018, -0.032], [-0.009, 0.011, -0.026], [0.003, -0.003, 0.013], [0.006, 0.004, 0.014], [-0.014, 0.003, 0.007], [0.005, 0.005, -0.007], [-0.010, -0.031, 0.019], [-0.007, -0.017, -0.002], [-0.013, 0.008, -0.026], [0.009, -0.009, 0.003], [-0.025, -0.014, -0.038], [0.021, 0.059, 0.059], [-0.033, -0.078, 0.048], [0.002, 0.105, -0.125], [0.049, -0.026, 0.032], [0.003, -0.010, 0.005], [-0.093, -0.021, -0.138], [0.058, 0.034, -0.085], [-0.010, -0.027, -0.011], [0.005, 0.014, 0.010], [0.017, -0.005, -0.027], [0.007, 0.043, -0.028], [-0.103, -0.014, -0.005], [0.054, -0.007, 0.018], [0.000, -0.002, -0.007], [0.013, -0.009, -0.023], [-0.012, 0.016, 0.029], [0.032, -0.048, -0.031], [0.124, 0.086, 0.071], [-0.001, -0.006, -0.003], [0.004, -0.002, 0.001], [0.015, 0.028, -0.003], [-0.008, -0.007, 0.031], [0.002, -0.003, -0.006], [-0.049, -0.031, 0.051], [0.002, 0.005, 0.013], [0.003, -0.001, 0.010], [-0.006, 0.009, 0.017], [-0.008, -0.013, 0.009], [-0.015, 0.002, 0.001], [-0.004, 0.003, -0.006], [-0.007, 0.007, 0.008], [0.310, -0.241, 0.229], [-0.083, -0.010, -0.403], [0.044, -0.040, -0.069], [-0.018, -0.010, 0.047], [-0.010, 0.001, -0.005], [0.000, -0.002, -0.007], [0.044, -0.018, 0.012], [-0.071, 0.043, 0.045], [-0.017, 0.002, 0.039], [-0.015, 0.037, 0.026], [0.015, 0.019, 0.003], [-0.021, -0.016, -0.005], [0.022, -0.007, 0.039], [0.008, 0.043, -0.052], [0.003, 0.001, -0.014], [-0.006, 0.003, 0.002], [-0.002, -0.004, 0.007], [-0.007, 0.001, 0.014], [0.030, 0.006, -0.016], [-0.001, -0.017, -0.007], [-0.004, 0.001, -0.010], [0.004, 0.008, -0.006], [0.004, 0.004, -0.002], [-0.002, -0.036, 0.021]],
  "lowdin_spin": [0.918, 0.040, 0.191, 0.037, 0.030, 0.002, 0.014, 0.003, 0.110, 0.048, 0.010, 0.001, 0.000, 0.000, 0.000, 0.001, 0.000, 0.007, 0.007, 0.000, 0.000, 0.006, 0.000, 0.016, 0.001, 0.000, 0.001, 0.000, 0.006, 0.001, 0.001, 0.001, 0.000, 0.000, 0.000, 0.000, 0.000, 0.000, 0.000, 0.000, 0.000, 0.000, 0.009, 0.000, 0.012, 0.034, 0.009, -0.001, 0.192, 0.025, 0.008, 0.000, 0.008, 0.001, 0.009, 0.011, 0.003, 0.011, -0.001, 0.020, 0.042, 0.000, 0.000, 0.001, 0.001, 0.000, 0.000, 0.000, 0.000, 0.000, 0.000, 0.001, 0.000, 0.003, 0.085, 0.043, 0.011, 0.002, 0.001, 0.001, 0.000, 0.002, 0.003, 0.000, 0.001, 0.000, 0.001, 0.000, 0.000, 0.000, 0.000, 0.000, 0.000, 0.000, 0.000, 0.000, 0.000, 0.000],
  "lumo_energy_ev": [-4.764, -7.138],
  "multiplicity": 3,
  "s2": 2.0074,
  "charge": 2
}

***

No. 2
{
  "formula": "C41H50BiFN9O6S2Se",
  "method": "wB97M-V/def2-TZVPD",
  "species": ["Bi", "C", "C", "N", "C", "C", "S", "C", "C", "N", "H", "H", "H", "H", "H", "H", "H", "H", "H", "H", "H", "H", "H", "H", "C", "C", "N", "C", "C", "C", "O", "O", "C", "O", "C", "C", "C", "F", "C", "C", "C", "N", "C", "C", "N", "C", "C", "H", "H", "H", "H", "H", "H", "H", "H", "H", "H", "H", "H", "H", "H", "H", "H", "H", "H", "C", "C", "C", "C", "C", "C", "C", "S", "O", "O", "N", "C", "C", "C", "C", "C", "N", "H", "H", "H", "H", "H", "H", "H", "H", "H", "H", "H", "C", "O", "H", "H", "H", "Se", "N", "C", "C", "C", "C", "C", "C", "N", "H", "H", "H", "H"],
  "coordinates": [[0.3585, -0.0245, -0.2714], [-2.7707, -1.7106, 1.4591], [-1.9606, -1.4690, 2.7563], [-0.7747, -0.6605, 2.5365], [-0.5678, 0.4593, 3.4303], [-1.5717, 1.5966, 3.2082], [-1.6572, 2.1878, 1.4849], [-3.4156, 1.9311, 1.0958], [-3.8900, 0.4721, 1.1935], [-2.9167, -0.4826, 0.7025], [-2.2406, -2.4312, 0.8359], [-3.7399, -2.1505, 1.7335], [-2.6064, -0.9510, 3.4707], [-1.7141, -2.4355, 3.2070], [0.0606, -1.2129, 2.3970], [-0.6315, 0.1845, 4.4940], [0.4413, 0.8388, 3.2553], [-2.5802, 1.2938, 3.4903], [-1.2888, 2.4477, 3.8268], [-4.0072, 2.5692, 1.7521], [-3.5213, 2.3066, 0.0796], [-4.0780, 0.2490, 2.2454], [-4.8578, 0.3938, 0.6822], [-2.9414, -0.6272, -0.2956], [0.6658, -8.1989, -1.0300], [1.1520, -7.0760, -1.9394], [0.5030, -5.7937, -1.6506], [1.1000, -4.9449, -0.7844], [0.6552, -3.7068, -0.4405], [1.4797, -3.0143, 0.6407], [2.3477, -3.6882, 1.1805], [1.2052, -1.7949, 0.9382], [-0.5445, -3.2101, -1.0536], [-1.0482, -2.0879, -0.8949], [-1.2402, -4.1780, -1.9294], [-2.4617, -3.8111, -2.4916], [-3.1378, -4.6766, -3.3023], [-4.2896, -4.2593, -3.8764], [-2.6561, -5.9627, -3.5686], [-1.4441, -6.3281, -3.0117], [-0.7135, -5.4458, -2.2061], [-3.3412, -6.9262, -4.3751], [-2.7159, -7.1810, -5.6686], [-3.2308, -8.4851, -6.2503], [-4.7278, -8.4033, -6.3588], [-5.3332, -8.1510, -5.0046], [-4.7897, -6.8290, -4.4931], [1.1772, -9.1281, -1.2847], [-0.4109, -8.3532, -1.1211], [0.8889, -7.9622, 0.0115], [0.9890, -7.3179, -2.9885], [2.2210, -6.9313, -1.8060], [2.0133, -5.2934, -0.3168], [-2.8525, -2.8192, -2.3051], [-1.0965, -7.3406, -3.1730], [-1.6397, -7.2640, -5.5445], [-2.9068, -6.3586, -6.3799], [-3.0007, -9.3175, -5.5889], [-2.8126, -8.6768, -7.2359], [-5.1115, -9.2440, -6.7867], [-4.9631, -7.6137, -6.9626], [-5.0372, -8.9721, -4.3561], [-6.4164, -8.1310, -5.1006], [-5.2244, -6.6294, -3.5175], [-5.1102, -6.0263, -5.1723], [6.2095, 0.3810, -4.7573], [5.1035, 1.1519, -4.0848], [3.7776, 0.9981, -4.4783], [2.7565, 1.6876, -3.8418], [3.0722, 2.5560, -2.8100], [4.3903, 2.7419, -2.4082], [5.3965, 2.0375, -3.0480], [1.7746, 3.3358, -1.8951], [2.2738, 4.5831, -1.3836], [0.6291, 3.3930, -2.7685], [1.4497, 2.2598, -0.7327], [2.2486, 2.1494, 0.3811], [3.0685, 3.1197, 1.0014], [3.7518, 2.7777, 2.1436], [3.6496, 1.4928, 2.6877], [2.8355, 0.5954, 2.0499], [2.1571, 0.9222, 0.9390], [5.8100, -0.3830, -5.4236], [6.8449, -0.1052, -4.0152], [6.8442, 1.0475, -5.3455], [3.5347, 0.3176, -5.2879], [1.7223, 1.5634, -4.1381], [4.6125, 3.4450, -1.6154], [6.4278, 2.1797, -2.7431], [3.1265, 4.1076, 0.5777], [4.3704, 3.5185, 2.6348], [4.1936, 1.2081, 3.5772], [2.7040, -0.4274, 2.3865], [2.9361, -1.1625, -1.5348], [1.5818, -0.8048, -1.7630], [3.5865, -0.5837, -2.1973], [3.0840, -2.2272, -1.7530], [3.2622, -0.9907, -0.5046], [-1.9978, 1.8045, -2.3543], [-0.9262, 0.4322, -2.5365], [-1.3051, -0.2098, -3.6447], [-0.6478, -1.3430, -4.1837], [-1.1482, -1.8948, -5.3248], [-2.2995, -1.3632, -5.9738], [-2.9439, -0.2637, -5.4906], [-2.4552, 0.3435, -4.3052], [-2.9956, 1.4204, -3.7239], [0.2429, -1.7118, -3.6890], [-0.6468, -2.7515, -5.7611], [-2.6564, -1.8368, -6.8802], [-3.8030, 0.1654, -5.9900]],
  "forces_ev_per_angstrom": [[0.161, -0.263, 0.068], [0.217, 0.126, 0.239], [-0.213, 0.135, -0.240], [0.106, 0.057, -0.067], [-0.165, 0.094, -0.123], [0.095, -0.015, -0.208], [-0.074, 0.272, 0.065], [0.296, -0.212, 0.145], [0.232, 0.082, 0.007], [-0.062, -0.010, -0.139], [-0.138, 0.134, 0.151], [-0.031, -0.093, 0.046], [0.037, -0.023, 0.062], [-0.055, -0.049, 0.023], [-0.069, -0.065, 0.247], [0.046, -0.034, 0.031], [-0.023, 0.022, 0.042], [0.033, 0.019, 0.080], [-0.064, -0.041, 0.088], [-0.109, 0.010, -0.073], [-0.044, 0.058, -0.011], [-0.032, -0.062, -0.019], [-0.052, 0.002, 0.043], [-0.135, -0.112, 0.035], [0.023, 0.080, -0.025], [-0.135, -0.163, 0.170], [0.094, 0.060, -0.015], [-0.002, -0.130, -0.097], [-0.127, 0.209, 0.084], [0.266, -0.131, 0.003], [-0.153, 0.176, -0.026], [-0.064, -0.164, -0.120], [0.071, -0.062, -0.114], [0.225, -0.159, -0.216], [-0.021, 0.051, 0.089], [0.004, 0.049, -0.022], [0.025, 0.075, -0.029], [-0.032, -0.076, -0.044], [0.004, -0.086, 0.057], [0.012, -0.154, 0.006], [-0.003, 0.053, -0.019], [0.023, 0.070, -0.181], [-0.202, 0.076, 0.103], [0.226, 0.079, 0.048], [0.102, -0.012, 0.151], [-0.044, 0.137, 0.201], [0.181, -0.101, -0.017], [-0.038, 0.012, 0.017], [0.035, -0.011, 0.010], [-0.027, -0.021, -0.034], [0.053, 0.039, -0.042], [0.033, 0.053, -0.042], [0.001, -0.002, -0.017], [0.014, 0.006, 0.000], [-0.033, 0.047, -0.003], [0.044, 0.014, -0.021], [0.036, -0.009, -0.001], [-0.074, -0.048, 0.000], [-0.089, 0.013, -0.059], [-0.023, -0.069, -0.015], [-0.080, -0.011, -0.124], [0.017, -0.072, -0.054], [-0.004, 0.010, -0.105], [-0.036, 0.034, 0.030], [-0.020, 0.040, 0.030], [-0.032, 0.084, 0.029], [0.049, -0.034, 0.003], [-0.041, -0.031, -0.021], [0.018, 0.053, -0.010], [0.075, -0.019, 0.169], [-0.051, -0.015, -0.100], [0.013, 0.002, -0.004], [-0.362, -0.145, -0.229], [0.194, -0.005, 0.172], [-0.152, -0.263, 0.142], [0.240, 0.162, 0.339], [-0.056, 0.052, -0.093], [-0.039, -0.042, -0.068], [-0.049, -0.020, -0.043], [0.079, -0.002, 0.048], [-0.096, -0.127, -0.085], [-0.004, 0.129, -0.016], [0.014, 0.012, 0.005], [-0.001, -0.009, -0.033], [-0.010, -0.030, 0.000], [0.031, 0.023, 0.030], [0.043, -0.019, 0.036], [0.022, -0.033, -0.023], [-0.036, -0.017, -0.001], [-0.008, 0.055, -0.001], [0.009, 0.015, -0.035], [-0.022, -0.004, -0.029], [-0.013, 0.040, -0.005], [-0.136, 0.099, -0.055], [0.216, -0.161, 0.034], [-0.005, 0.020, 0.003], [0.000, -0.003, 0.004], [-0.017, -0.023, -0.019], [-0.098, 0.573, 0.385], [-0.051, 0.023, -0.425], [0.026, 0.182, 0.246], [0.119, -0.338, -0.195], [0.215, -0.039, 0.234], [-0.236, 0.204, -0.005], [-0.038, -0.260, -0.272], [-0.068, 0.185, 0.263], [0.015, -0.273, -0.468], [-0.013, 0.036, 0.031], [-0.020, 0.021, -0.011], [0.019, 0.031, -0.006], [0.021, -0.021, 0.033]],
  "lowdin_charge": [1.877, -0.207, -0.185, -0.111, -0.280, -0.434, 0.807, -0.471, -0.270, -0.100, 0.089, 0.114, 0.104, 0.119, 0.065, 0.119, 0.095, 0.065, 0.072, 0.076, 0.016, 0.102, 0.117, 0.081, -0.059, -0.183, -0.026, 0.042, -0.013, -0.589, 0.050, -0.235, -0.297, -0.132, -0.035, 0.087, -0.192, 0.064, -0.152, 0.059, -0.118, -0.087, -0.138, -0.086, 0.063, -0.082, -0.150, 0.082, 0.071, 0.086, 0.113, 0.127, 0.150, 0.143, 0.114, 0.135, 0.144, 0.142, 0.140, 0.186, 0.181, 0.142, 0.141, 0.148, 0.132, -0.049, -0.280, -0.046, -0.056, -0.273, -0.045, -0.035, 0.576, -0.297, -0.370, -0.200, -0.410, -0.002, -0.048, -0.065, -0.138, -0.055, 0.072, 0.080, 0.084, 0.113, 0.110, 0.110, 0.117, 0.096, 0.113, 0.105, 0.115, -0.193, -0.508, 0.063, 0.077, 0.065, 1.212, -0.314, -0.364, -0.023, -0.083, -0.087, -0.022, -0.380, -0.215, 0.108, 0.101, 0.098, 0.116],
  "lumo_energy_ev": -3.372,
  "charge": 1
}

***

| no. | energy (eV) |
| --- | --- |
| 1 | -302798.2558 |
| 2 | -164592.8973 |